Formula: C30H26NO3P
Source: the Open Molecules 2025 dataset
Level of theory: ωB97M-V/def2-TZVPD

Relative energy (zero: lowest compared OMol25 entry of this formula, charge and spin): 0.0 kcal/mol
LUMO energy: 0.0221 hartree
HOMO energy: -8.1 eV
Gap between HOMO and LUMO: 8.67 eV
Largest force on an atom: 1.98 eV/A
Structure (SMILES): COc1ccc([C@H](c2ccc3c(c2)CCO3)[C@H](C#N)P(=O)(c2ccccc2)c2ccccc2)cc1

Cartesian coordinates (Å):
C (3.7357, 0.1204, 6.0552)
O (2.3016, 0.2204, 5.8946)
C (1.7085, -0.2956, 4.7833)
C (0.2976, -0.1881, 4.6842)
C (-0.3326, -0.4430, 3.4849)
C (0.3858, -0.8554, 2.3423)
C (-0.3282, -0.9094, 0.9703)
C (0.3874, -1.7802, -0.0642)
C (1.7267, -1.5643, -0.4446)
C (2.3871, -2.4685, -1.2623)
C (1.6640, -3.5743, -1.7418)
C (0.3144, -3.7886, -1.3932)
C (-0.3425, -2.8398, -0.6170)
C (-0.1132, -5.0976, -1.9599)
C (1.1171, -5.5385, -2.7613)
O (2.1877, -4.5496, -2.5401)
C (-0.6547, 0.5122, 0.5079)
C (-1.3408, 1.2940, 1.5441)
N (-1.9585, 1.9590, 2.2750)
P (-1.5911, 0.8118, -1.1080)
O (-2.2821, -0.4500, -1.4959)
C (-2.6890, 2.2538, -0.8908)
C (-2.1717, 3.5583, -0.8974)
C (-3.0220, 4.6666, -0.8424)
C (-4.4072, 4.4937, -0.7798)
C (-4.9247, 3.1946, -0.7576)
C (-4.0810, 2.0822, -0.8336)
C (-0.3746, 1.4572, -2.2961)
C (0.8915, 1.9177, -1.9072)
C (1.7005, 2.6100, -2.8058)
C (1.2809, 2.8380, -4.1133)
C (0.0406, 2.3339, -4.5235)
C (-0.7860, 1.6556, -3.6262)
C (1.7042, -1.2524, 2.5621)
C (2.3941, -0.9183, 3.7206)
H (3.9316, 0.5594, 7.0379)
H (4.0692, -0.9276, 6.0389)
H (4.2637, 0.6962, 5.2771)
H (-0.2620, 0.1474, 5.5573)
H (-1.4197, -0.3498, 3.4380)
H (-1.2949, -1.4233, 1.1598)
H (2.2857, -0.7378, 0.0069)
H (3.4370, -2.3680, -1.5160)
H (-1.4024, -2.9524, -0.3959)
H (-0.3435, -5.8313, -1.1765)
H (-1.0060, -5.0012, -2.5840)
H (0.8976, -5.5774, -3.8347)
H (1.4911, -6.5156, -2.4360)
H (0.3287, 0.9824, 0.3375)
H (-1.0919, 3.7190, -0.9418)
H (-2.5921, 5.6678, -0.8531)
H (-5.0706, 5.3626, -0.7562)
H (-6.0031, 3.0464, -0.6873)
H (-4.5017, 1.0745, -0.8292)
H (1.2596, 1.7872, -0.8908)
H (2.6587, 2.9773, -2.4421)
H (1.9168, 3.4017, -4.7974)
H (-0.2830, 2.4914, -5.5509)
H (-1.7685, 1.3072, -3.9504)
H (2.2191, -1.8451, 1.8165)
H (3.4550, -1.1569, 3.8096)